# 1
Below is the ion C13H21N2OS with charge +1, with properties calculated with ωB97M-V/def2-TZVPD.

Last column: Mulliken charge in e.
CARTESIAN COORDINATES (ANGSTROEM)
S 5.362 0.435 -0.051  -0.103
O 3.075 2.232 0.991  -0.609
N 1.540 1.176 -0.258  0.207
N -1.241 0.678 -0.483  0.085
C -4.061 -0.935 1.587  -1.389
C 2.780 1.249 0.350  0.855
C 1.066 0.194 -1.192  -1.331
C 5.729 -1.233 0.006  -0.449
C -2.662 -0.802 0.991  -0.346
C -0.713 1.678 0.482  -0.481
C -0.244 -0.407 -0.672  -0.384
C 4.631 -2.005 0.234  -0.625
C -3.284 -0.346 -1.427  -1.459
C -2.640 0.203 -0.162  0.009
C 3.679 0.102 0.192  -0.043
C 0.600 2.250 -0.049  -1.026
C 3.454 -1.244 0.342  -0.231
H -3.220 0.366 -2.248  0.414
H -0.074 -0.889 0.291  0.397
H 6.742 -1.557 -0.129  0.464
H -3.188 1.100 0.148  0.321
H -4.032 -1.611 2.436  0.394
H -1.446 2.475 0.613  0.424
H 0.890 0.666 -2.170  0.219
H -2.839 -1.287 -1.737  0.376
H 1.043 2.936 0.677  0.484
H -1.312 1.161 -1.388  0.442
H -4.764 -1.336 0.865  0.342
H -1.990 -0.472 1.785  0.357
H 4.659 -3.076 0.323  0.410
H 1.812 -0.590 -1.325  0.671
H -0.633 -1.138 -1.381  0.420
H -0.543 1.188 1.441  0.333
H 2.496 -1.677 0.572  0.456
H 0.427 2.798 -0.985  0.282
H -4.338 -0.529 -1.242  0.451
H -4.429 0.028 1.934  0.348
H -2.332 -1.781 0.643  0.315

Output
**Lowest unoccupied orbital energy**: -0.0989 hartree
**ΔE to the lowest compared entry with this formula, charge and spin**: 0.1 kcal/mol
**HOMO-LUMO gap**: 9.08 eV
**2S+1**: 1
**Charge**: +1

---

# 2
Below is a cluster of 3 separate species, C13H21N3O2 in total, with properties calculated with ωB97M-V/def2-TZVPD.

Last column: Mulliken charge in e.
CARTESIAN COORDINATES (ANGSTROEM)
O 1.732 -0.037 2.527  -0.544
O 2.543 -1.651 1.352  -0.427
N -3.185 4.867 -1.614  0.021
N 0.294 -1.138 1.159  -0.272
N 2.324 -5.630 0.876  -0.003
C 1.537 -0.872 1.727  0.578
C -0.159 2.027 0.109  -0.295
C -5.288 5.120 -0.972  -0.368
C 2.468 -6.629 -0.049  -0.505
C 3.545 -5.329 1.421  -0.440
C -4.484 4.601 -1.952  -0.533
C -0.884 0.702 -0.077  -0.704
C 4.478 -6.141 0.834  -0.431
C -4.440 5.720 -0.003  -0.409
C 0.072 -0.503 -0.149  -0.635
C -3.150 5.545 -0.425  -0.445
C 0.805 2.391 -1.049  -1.161
C 3.793 -6.966 -0.100  -0.399
H -1.502 0.683 -0.969  0.343
H 2.176 -2.399 0.856  0.309
H -2.213 5.843 0.014  0.383
H -1.532 0.561 0.787  0.306
H 0.798 1.653 -1.844  0.335
H 0.543 3.370 -1.431  0.354
H 1.457 -5.187 1.118  0.212
H 3.643 -4.567 2.175  0.410
H 5.533 -6.144 1.049  0.404
H -4.743 6.222 0.901  0.398
H -0.428 -1.231 -0.782  0.315
H -6.364 5.075 -0.952  0.388
H -0.449 -0.942 1.810  0.266
H 0.994 -0.204 -0.636  0.381
H 4.226 -7.721 -0.734  0.387
H -4.724 4.069 -2.856  0.371
H 0.411 1.964 1.034  0.248
H -2.381 4.604 -2.155  0.198
H -0.877 2.831 0.238  0.312
H 1.618 -7.012 -0.587  0.373
H 1.812 2.457 -0.651  0.278

Output
**Lowest unoccupied orbital energy**: 0.0171 hartree
**ΔE to the lowest compared entry with this formula, charge and spin**: 42.5 kcal/mol
**HOMO-LUMO gap**: 8.90 eV
**2S+1**: 1
**Charge**: 0

---

# 3
Below is an isolated molecule of C13H21N3O3S, with properties calculated with ωB97M-V/def2-TZVPD.

Last column: Mulliken charge in e.
CARTESIAN COORDINATES (ANGSTROEM)
S -4.104 -1.074 -0.716  -0.170
O -1.900 0.292 0.015  -0.005
O 1.150 -0.248 0.302  -0.219
O 1.969 0.551 -1.675  -0.667
N -2.758 2.180 0.718  -0.197
N 0.538 1.760 -0.433  0.119
N -3.781 1.385 0.346  -0.734
C -3.252 0.277 -0.071  0.416
C -1.662 1.529 0.520  -0.124
C -0.232 3.985 -0.566  -0.678
C -0.264 2.001 0.749  0.442
C 0.620 2.937 -1.285  -0.703
C 3.431 -1.131 0.268  -1.817
C 1.285 0.661 -0.684  0.588
C -0.232 3.523 0.891  -1.023
C -2.307 -2.870 0.418  -0.943
C 1.561 -2.313 -0.936  -1.455
C -2.728 -2.272 -0.910  -0.397
C 1.938 -1.462 0.276  1.632
C 1.563 -2.177 1.575  -1.587
H -1.907 -1.756 -1.406  0.204
H 4.007 -2.048 0.350  0.479
H -1.887 -2.105 1.068  0.169
H 0.493 -2.364 1.606  0.210
H 3.699 -0.626 -0.655  0.386
H 2.104 -3.254 -0.907  0.469
H 2.090 -3.124 1.642  0.435
H 0.254 2.708 -2.289  0.337
H -1.553 -3.638 0.253  0.326
H 1.830 -1.562 2.431  0.392
H -1.253 3.972 -0.948  0.313
H 1.668 3.243 -1.371  0.375
H 0.493 -2.521 -0.930  0.160
H 0.172 4.987 -0.686  0.413
H 1.813 -1.786 -1.852  0.377
H -1.092 3.889 1.445  0.431
H 0.160 1.465 1.605  0.438
H 0.689 3.824 1.392  0.388
H -3.131 -3.034 -1.576  0.427
H -3.160 -3.322 0.918  0.424
H 3.675 -0.484 1.108  0.370

Output
**Lowest unoccupied orbital energy**: 0.0217 hartree
**ΔE to the lowest compared entry with this formula, charge and spin**: 0.5 kcal/mol
**HOMO-LUMO gap**: 9.34 eV
**2S+1**: 1
**Charge**: 0

---

# 4
Below is a structure of composition C13H21N8Ru, with properties calculated with ωB97M-V/def2-TZVPD.

Last column: Mulliken charge in e.
CARTESIAN COORDINATES (ANGSTROEM)
Ru -0.023 0.275 0.575  0.955
N -0.669 2.574 1.154  -0.027
N -1.996 0.906 -0.612  -0.022
N 0.343 -1.702 -0.340  -0.373
N 0.606 -3.945 -1.273  -0.003
N 3.700 0.566 5.570  -0.254
N 1.715 -3.322 4.908  -0.277
N 0.642 1.636 -1.226  -0.148
N 0.389 0.217 2.672  -0.455
C 2.904 -0.067 5.040  0.006
C 0.610 3.078 -0.928  -0.648
C 1.140 -5.068 -0.526  -0.755
C 1.815 -2.200 4.693  0.044
C 0.480 -2.786 -0.742  0.213
C -0.191 1.205 -2.358  -0.610
C 1.095 -0.276 3.458  0.331
C 0.444 3.328 0.575  -0.754
C -2.493 2.286 -0.525  -0.667
C 0.145 -4.112 -2.642  -0.772
C -2.035 2.956 0.781  -0.879
C 1.928 -0.837 4.395  0.300
C -1.530 0.518 -1.946  -0.579
H 1.357 3.007 1.097  0.360
H -2.131 4.045 0.677  0.291
H 1.616 1.352 -1.378  0.371
H 2.131 -4.838 -0.129  0.336
H -2.722 0.259 -0.292  0.290
H -0.408 2.063 -2.999  0.397
H -2.281 0.758 -2.710  0.411
H -0.210 3.549 -1.471  0.252
H -0.940 -4.005 -2.710  0.324
H 0.324 4.409 0.735  0.412
H -3.588 2.314 -0.562  0.473
H 0.482 -5.341 0.302  0.346
H 0.413 -5.108 -2.989  0.285
H 1.537 3.562 -1.253  0.471
H -2.123 2.843 -1.382  0.233
H -1.398 -0.568 -1.942  0.225
H -0.591 2.641 2.167  0.371
H 0.369 0.489 -2.962  0.439
H 0.612 -3.379 -3.302  0.315
H -2.694 2.640 1.592  0.508
H 1.225 -5.922 -1.193  0.265

Output
**Lowest unoccupied orbital energy (alpha / beta)**: -0.3543 / -0.3463 hartree
**⟨S²⟩**: 0.7813
**ΔE to the lowest compared entry with this formula, charge and spin**: 69.8 kcal/mol
**HOMO-LUMO gap (alpha / beta)**: 4.65 / 4.80 eV
**2S+1**: 2
**Charge**: +2

---

# 5
Below is a cluster of 2 separate species, C13H21NO in total, with properties calculated with ωB97M-V/def2-TZVPD.

Last column: Mulliken charge in e.
CARTESIAN COORDINATES (ANGSTROEM)
O -2.262 1.773 -1.645  -0.594
N -3.076 0.065 -0.268  0.070
C -3.190 1.093 -1.234  0.650
C 4.988 1.177 0.792  -0.844
C -4.589 1.490 -1.781  -1.283
C -1.755 -0.602 0.129  -0.271
C -4.446 -0.626 -0.219  -1.167
C 2.671 -2.512 0.523  -1.415
C 2.474 1.120 -0.498  -0.191
C 2.821 0.117 0.386  0.715
C 1.949 -1.080 0.529  -0.467
C -1.674 -1.325 1.501  -1.035
C 4.034 0.200 1.085  -0.292
C 4.673 2.068 -0.224  -0.222
C 3.466 2.018 -0.853  -0.560
H -4.034 -1.579 0.568  0.257
H 1.876 -3.229 0.546  0.373
H 3.019 -2.624 -0.441  0.423
H 1.492 -0.921 1.534  0.068
H -2.046 -2.446 1.117  0.297
H -4.925 0.004 0.563  0.408
H 3.274 -2.498 1.436  0.351
H 1.542 1.284 -1.101  0.314
H -4.813 2.550 -1.689  0.322
H 1.253 -1.193 -0.246  0.478
H 4.111 -0.356 1.976  0.367
H 3.154 2.902 -1.540  0.221
H -4.943 -0.658 -1.175  0.437
H -2.483 -0.928 2.149  0.368
H -1.230 0.352 0.350  0.271
H -5.497 1.182 -1.238  0.358
H -1.486 -1.144 -0.772  0.359
H 5.295 2.901 -0.518  0.355
H -5.006 1.349 -2.734  0.368
H -0.680 -1.031 1.962  0.193
H 6.044 1.108 1.031  0.316

Output
**Lowest unoccupied orbital energy**: 0.0256 hartree
**ΔE to the lowest compared entry with this formula, charge and spin**: 108.3 kcal/mol
**HOMO-LUMO gap**: 9.49 eV
**2S+1**: 1
**Charge**: 0

---

# 6
Below is a cluster of 4 separate species, C13H22B3BrCl6F9NO4S in total, with properties calculated with ωB97M-V/def2-TZVPD.

Last column: Mulliken charge in e.
CARTESIAN COORDINATES (ANGSTROEM)
Br 3.368 -2.542 -1.283  -0.246
Cl -2.097 3.691 -3.513  -0.153
Cl 2.941 -1.262 4.704  -0.172
Cl 0.105 -7.525 -2.651  -0.201
Cl 1.177 -7.183 0.576  -0.212
Cl -3.563 6.595 -4.564  -0.191
Cl 2.024 -3.061 1.945  -0.092
S 2.643 3.515 1.374  1.127
F 3.174 3.781 -0.225  -0.278
F 0.195 2.416 1.795  -0.213
F 2.829 1.815 1.304  -0.256
F 0.623 4.404 -1.505  -0.341
F 4.279 3.619 1.876  -0.284
F 0.141 4.770 1.401  -0.265
F -1.103 3.086 -0.553  -0.333
F 2.531 5.238 1.654  -0.324
F 2.205 3.328 3.049  -0.332
O 0.397 -2.768 -1.017  0.102
O -3.746 -1.966 -0.455  -0.601
O 1.141 -1.217 -3.011  -0.360
O -1.178 -0.961 -2.018  -0.280
N -1.492 -1.886 0.472  0.252
C -3.372 6.038 -2.883  -0.484
C -2.885 -1.305 0.362  0.563
C -3.435 0.045 1.112  -0.720
C 2.804 -3.684 3.420  -0.583
C 0.837 3.502 0.965  0.541
C 2.350 -2.942 4.667  -0.495
C -2.080 5.264 -2.677  -0.223
C 0.257 -5.994 -0.380  -0.010
C -0.722 -6.658 -1.334  -0.362
C -0.677 -1.205 1.572  0.058
C 0.405 3.231 -0.577  0.873
C 0.933 1.801 -1.222  -0.270
C 0.184 1.372 -2.616  0.190
B 0.044 -0.298 -2.562  0.208
B -0.775 -1.842 -0.871  0.193
B 1.459 -2.111 -1.843  0.426
H -1.356 -5.900 -1.803  0.246
H -4.564 0.178 0.785  0.304
H 0.973 -5.361 -0.913  0.047
H -3.376 6.931 -2.251  0.332
H 0.775 1.680 -3.592  0.256
H -0.910 1.770 -2.739  -0.373
H 0.295 -1.836 1.817  -0.593
H 1.258 -2.920 4.747  0.299
H -2.867 1.009 0.699  0.044
H 2.746 -3.437 5.559  0.377
H -1.212 5.828 -3.033  0.335
H -0.383 -0.147 1.148  0.173
H 2.535 -4.741 3.498  0.270
H 2.098 1.795 -1.451  0.324
H -3.403 0.002 2.290  0.290
H -1.937 5.055 -1.613  0.075
H -1.371 -7.370 -0.814  0.376
H 3.888 -3.618 3.285  0.321
H -1.295 -1.064 2.569  0.315
H 0.719 0.973 -0.390  -0.132
H -4.249 5.435 -2.623  0.337
H -0.285 -5.366 0.333  0.124

Output
**Lowest unoccupied orbital energy**: -0.1049 hartree
**HOMO-LUMO gap**: 7.34 eV
**2S+1**: 1
**Charge**: 0

---

# 7
Below is a cluster of 2 separate species, C13H22B3N2O3 in total, with properties calculated with ωB97M-V/def2-TZVPD.

Last column: Mulliken charge in e.
CARTESIAN COORDINATES (ANGSTROEM)
O 1.323 5.169 2.072  -0.665
O 4.021 4.800 -0.095  -0.596
O 0.181 3.370 1.098  -0.658
N -4.528 -3.037 -2.443  -0.008
N 0.919 -0.825 1.336  0.099
C -5.676 -3.540 -3.231  -0.873
C -2.243 -2.450 -2.282  -0.742
C 5.675 3.166 0.925  -1.027
C 0.975 -2.011 0.714  -0.212
C -1.296 -0.493 0.557  -0.722
C -3.668 -2.302 -0.366  -0.603
C -2.401 -2.157 -0.930  0.628
C -4.710 -2.745 -1.143  -0.342
C -0.091 -2.477 -0.023  -0.659
C -1.248 -1.708 -0.112  0.846
C -0.192 -0.073 1.264  -0.729
C -3.323 -2.886 -3.015  -0.061
C 2.074 -0.306 2.103  -0.508
B 2.808 2.907 1.396  0.613
B 4.177 3.679 0.715  -0.134
B 1.431 3.900 1.531  0.384
H 1.893 -2.570 0.819  0.381
H -0.011 -3.438 -0.510  0.521
H 0.488 2.758 0.422  0.308
H 3.133 2.479 2.506  -0.329
H 2.425 0.643 1.644  0.187
H -3.249 -3.124 -4.066  0.393
H -3.846 -2.086 0.678  0.524
H 5.931 2.392 0.191  0.331
H 4.803 4.971 -0.630  0.282
H -5.999 -4.490 -2.813  0.373
H 2.858 -1.058 2.096  0.256
H -5.365 -3.677 -4.261  0.271
H 2.611 1.912 0.649  -0.347
H 1.994 5.754 1.711  0.293
H -6.482 -2.813 -3.184  0.379
H 5.743 2.690 1.906  0.228
H -2.162 0.154 0.513  0.529
H -1.288 -2.332 -2.774  0.520
H -5.708 -2.885 -0.753  0.485
H 1.747 -0.106 3.120  0.358
H -0.157 0.885 1.779  0.724
H 6.429 3.960 0.883  0.302

Output
**Lowest unoccupied orbital energy**: -0.2046 hartree
**HOMO-LUMO gap**: 2.83 eV
**2S+1**: 1
**Charge**: +1

---

# 8
Below is a structure of composition C13H22BCoI2O3P2, with properties calculated with ωB97M-V/def2-TZVPD.

Last column: Mulliken charge in e.
CARTESIAN COORDINATES (ANGSTROEM)
I -1.250 -1.729 -2.926  0.313
I 0.136 2.612 -0.673  0.338
Co -0.176 0.143 -0.789  -0.349
P -2.197 0.129 -0.191  0.959
P 2.239 0.182 0.129  0.541
O 0.063 1.171 2.240  -0.842
O 0.999 -2.565 -0.978  -0.233
O 0.073 -1.174 2.158  -0.588
C 2.910 1.490 1.207  -0.979
C -0.040 1.359 4.697  -1.081
C -0.053 0.659 3.497  0.795
C -3.488 0.383 -1.461  -1.209
C -0.015 -0.782 5.839  -0.547
C 0.383 -1.561 -0.961  -0.058
C 3.168 0.314 -1.440  -1.037
C -2.775 1.387 1.013  -1.102
C -2.739 -1.439 0.584  -1.102
C -0.023 0.617 5.877  -0.575
C 2.909 -1.345 0.874  -1.272
C -0.048 -0.741 3.451  0.853
C -0.027 -1.480 4.628  -1.001
B 0.130 0.039 1.282  1.380
H -3.627 -0.517 -2.073  0.395
H 2.269 1.602 2.088  0.232
H 2.965 2.446 0.679  0.418
H -2.035 -1.708 1.379  0.243
H -0.013 1.140 6.836  0.423
H -2.069 1.460 1.843  0.160
H 3.914 1.176 1.523  0.498
H 0.003 -1.334 6.781  0.418
H 4.229 0.452 -1.191  0.453
H 3.898 -1.139 1.292  0.515
H -0.013 -2.563 4.584  0.539
H -4.426 0.638 -0.953  0.408
H -2.754 -2.238 -0.167  0.354
H 3.040 -0.617 -2.006  0.396
H -3.763 1.105 1.395  0.512
H -0.032 2.444 4.676  0.533
H -3.178 1.207 -2.110  0.397
H 2.960 -2.142 0.127  0.407
H -2.845 2.365 0.529  0.426
H 2.817 1.162 -2.037  0.327
H 2.221 -1.653 1.666  0.268
H -3.742 -1.301 1.007  0.478

Output
**Lowest unoccupied orbital energy (alpha / beta)**: -0.2877 / -0.3853 hartree
**⟨S²⟩**: 6.0509
**HOMO-LUMO gap (alpha / beta)**: 6.48 / 3.71 eV
**2S+1**: 5
**Charge**: +2

---

The records above give, respectively, E_tot values of -1090.6777, -822.6836, -1296.1601, -1040.1608, -637.7775, -7570.9700, -918.1276, -3419.4021 a.u..